1.
35
Properties=species:S:1:pos:R:3 method="wB97M-V/def2-TZVPD" total_charge=+4 homo_ev="-21.778 / -21.814" total_energy_ev=-47235.951 molar_mass_g_mol=424.4
Mo -0.170 0.377 0.667
N 2.033 -3.306 -0.226
C 1.286 -2.259 -0.157
S 0.863 -1.543 1.394
N 0.787 -1.709 -1.314
N 0.081 -0.661 -1.158
C -0.607 -0.392 -2.366
C -1.677 0.432 -2.520
C -2.342 0.525 -3.807
C -3.476 1.278 -3.933
C -3.983 1.972 -2.817
C -3.368 1.924 -1.530
C -2.247 1.173 -1.418
O -1.552 1.067 -0.249
H 2.378 -3.795 0.602
H 2.285 -3.705 -1.135
H -0.252 -0.986 -3.205
H -1.933 -0.010 -4.658
H -3.987 1.345 -4.886
H -4.881 2.572 -2.930
H -3.792 2.460 -0.690
S 2.948 3.602 1.275
C 2.274 2.486 0.233
N 1.284 1.745 0.765
C 1.046 2.103 2.089
C 0.071 1.498 2.900
C -0.059 1.940 4.218
C 0.764 2.970 4.678
C 1.734 3.568 3.875
C 1.870 3.118 2.562
H 2.615 2.372 -0.789
H -0.612 0.670 2.584
H -0.795 1.503 4.881
H 0.640 3.316 5.697
H 2.358 4.361 4.271

---

2.
120
Properties=species:S:1:pos:R:3 method="wB97M-V/def2-TZVPD" total_charge=0 smiles="CN(C)C=O.BrCCBr.BrCCBr.BrCCBr.CCCC#N.CCCC#N.CCCC#N.CCCC#N.CCCC#N.CCCC#N.CCCC#N" homo_ev=-9.582 total_energy_ev=-473695.180 molar_mass_g_mol=1120.4
C -5.025 -2.931 -0.182
N -5.443 -2.058 -1.225
C -5.207 -0.660 -1.054
C -5.867 -2.533 -2.415
O -6.096 -1.869 -3.388
H -5.298 -3.957 -0.433
H -5.544 -2.684 0.750
H -3.946 -2.867 -0.005
H -5.609 -0.297 -0.107
H -4.140 -0.399 -1.074
H -5.659 -0.101 -1.870
H -6.015 -3.628 -2.439
Br 2.924 -2.868 2.251
C 4.216 -1.793 3.199
C 5.281 -1.295 2.239
Br 6.441 -0.081 3.165
H 4.605 -2.396 4.012
H 3.691 -0.940 3.627
H 4.817 -0.735 1.426
H 5.830 -2.117 1.782
Br 0.724 4.403 -1.822
C 1.180 2.561 -2.279
C 2.378 2.499 -3.152
Br 2.777 0.623 -3.496
H 0.318 2.110 -2.756
H 1.357 2.079 -1.324
H 3.254 2.959 -2.708
H 2.214 2.934 -4.131
Br -0.021 4.886 1.967
C 0.815 3.184 2.294
C 1.627 3.240 3.529
Br 2.499 1.533 3.812
H 1.415 2.933 1.417
H 0.025 2.436 2.313
H 1.040 3.453 4.417
H 2.394 4.004 3.450
C -3.735 1.425 2.133
C -3.048 2.720 2.520
C -3.861 3.641 3.449
C -5.256 3.779 3.054
N -6.362 3.854 2.779
H -3.750 0.715 2.969
H -3.220 0.955 1.292
H -4.770 1.578 1.823
H -2.809 3.276 1.613
H -2.109 2.496 3.033
H -3.386 4.623 3.478
H -3.878 3.273 4.480
C 4.836 3.331 -0.304
C 5.333 1.937 -0.009
C 6.679 1.648 -0.646
C 7.752 2.440 -0.083
N 8.595 3.086 0.357
H 4.644 3.421 -1.380
H 5.591 4.079 -0.049
H 3.907 3.594 0.197
H 4.586 1.192 -0.303
H 5.412 1.731 1.068
H 6.660 1.798 -1.731
H 6.939 0.589 -0.535
C -3.934 4.479 -4.465
C -2.637 3.926 -3.887
C -2.739 2.582 -3.160
C -3.283 2.691 -1.811
N -3.712 2.786 -0.766
H -4.235 3.960 -5.373
H -3.812 5.540 -4.686
H -4.755 4.424 -3.742
H -2.187 4.653 -3.203
H -1.912 3.834 -4.701
H -1.783 2.062 -3.128
H -3.360 1.877 -3.724
C 3.035 -3.173 -1.497
C 4.551 -3.221 -1.296
C 5.152 -1.833 -1.426
C 6.604 -1.846 -1.298
N 7.739 -1.861 -1.182
H 2.816 -2.849 -2.520
H 2.634 -2.396 -0.840
H 2.564 -4.122 -1.265
H 5.026 -3.865 -2.044
H 4.780 -3.660 -0.322
H 4.771 -1.135 -0.672
H 4.918 -1.400 -2.402
C -2.315 -4.029 -3.147
C -1.261 -3.223 -2.377
C -0.418 -2.332 -3.259
C -1.143 -1.172 -3.793
N -1.651 -0.222 -4.185
H -2.063 -5.083 -3.226
H -2.400 -3.652 -4.171
H -3.288 -3.900 -2.681
H -0.582 -3.905 -1.861
H -1.740 -2.635 -1.599
H 0.034 -2.893 -4.078
H 0.410 -1.873 -2.699
C -1.149 0.305 -0.635
C -0.941 -0.778 0.415
C 0.172 -0.506 1.414
C 1.420 -0.130 0.768
N 2.421 0.156 0.285
H -1.101 1.282 -0.140
H -2.120 0.174 -1.091
H -0.325 0.270 -1.349
H -0.739 -1.745 -0.045
H -1.882 -0.932 0.954
H 0.367 -1.424 1.976
H -0.068 0.269 2.145
C -1.289 -2.676 5.421
C -1.353 -4.139 5.003
C -2.165 -4.327 3.700
C -1.345 -4.079 2.518
N -0.710 -3.888 1.604
H -0.436 -2.485 6.067
H -2.195 -2.409 5.973
H -1.264 -2.001 4.563
H -1.870 -4.737 5.753
H -0.371 -4.585 4.852
H -3.003 -3.628 3.711
H -2.578 -5.334 3.630

---

3.
112
Properties=species:S:1:pos:R:3 method="wB97M-V/def2-TZVPD" total_charge=+1 multiplicity=5 homo_ev="-9.570 / -9.849" total_energy_ev=-126047.451 molar_mass_g_mol=1148.0
Pd -0.520 0.713 0.131
S -0.559 -1.769 0.947
C 0.905 -2.578 1.307
C 0.957 -3.948 1.010
C 2.092 -4.697 1.247
C 2.111 -6.079 0.952
N 2.117 -7.199 0.717
C 3.237 -4.074 1.807
C 3.184 -2.735 2.139
C 2.033 -1.968 1.917
S 2.055 -0.338 2.413
C 4.431 -4.793 2.039
N 5.433 -5.317 2.224
H 0.082 -4.410 0.577
H 4.032 -2.252 2.600
C -2.570 1.078 2.887
C -3.439 1.541 1.735
P -3.075 0.621 0.168
C -3.579 -1.108 0.459
C -3.165 -2.037 -0.497
C -3.593 -3.349 -0.415
C -4.439 -3.740 0.610
C -4.839 -2.822 1.566
C -4.410 -1.508 1.499
C -4.503 1.162 -0.838
C -5.019 0.305 -1.806
C -6.185 0.631 -2.471
C -6.852 1.809 -2.177
C -6.309 2.692 -1.259
C -5.125 2.389 -0.612
P -0.767 1.140 2.497
C -0.160 0.465 4.076
C -0.512 -0.830 4.454
C -0.040 -1.353 5.643
C 0.781 -0.593 6.463
C 1.124 0.697 6.092
C 0.665 1.225 4.901
C -0.200 2.867 2.554
C -0.787 3.905 3.267
C -0.209 5.164 3.245
C 0.962 5.387 2.540
C 1.557 4.352 1.831
C 0.969 3.102 1.823
H -2.779 0.030 3.131
H -2.753 1.677 3.785
H -3.240 2.602 1.540
H -4.504 1.418 1.963
H -2.483 -1.725 -1.282
H -3.277 -4.068 -1.157
H -4.784 -4.761 0.668
H -5.498 -3.123 2.367
H -4.734 -0.806 2.251
H -4.519 -0.626 -2.031
H -6.576 -0.051 -3.211
H -7.787 2.034 -2.664
H -6.808 3.622 -1.038
H -4.700 3.115 0.064
H -1.137 -1.433 3.807
H -0.314 -2.356 5.931
H 1.149 -1.003 7.391
H 1.753 1.300 6.726
H 0.947 2.224 4.605
H -1.683 3.738 3.845
H -0.680 5.973 3.782
H 1.418 6.366 2.549
H 2.474 4.521 1.285
H 1.411 2.279 1.257
C 5.514 -2.382 -0.962
N 4.746 -1.216 -0.622
N 3.457 -1.043 -1.073
C 2.886 0.036 -0.394
O 1.723 0.404 -0.581
C 3.903 0.496 0.501
C 4.999 -0.321 0.355
C 6.284 -0.337 1.094
C 3.090 -1.402 -2.392
C 3.972 -1.126 -3.435
C 3.588 -1.387 -4.735
C 2.335 -1.917 -4.991
C 1.466 -2.194 -3.949
C 1.835 -1.939 -2.639
H 4.939 -2.993 -1.655
H 5.729 -2.971 -0.066
H 6.463 -2.109 -1.429
H 3.820 1.345 1.147
H 6.303 0.471 1.820
H 7.123 -0.221 0.409
H 6.411 -1.283 1.623
H 4.939 -0.690 -3.224
H 4.263 -1.160 -5.544
H 2.035 -2.109 -6.007
H 0.492 -2.609 -4.150
H 1.162 -2.137 -1.819
C -3.425 2.545 -4.051
C -2.461 1.420 -4.393
O -1.142 1.727 -3.964
P -0.608 1.409 -2.494
O -0.914 -0.006 -2.130
Te -1.244 3.116 -0.897
O 0.916 1.822 -2.669
C 1.687 1.575 -3.844
C 1.770 2.822 -4.708
H -4.365 2.402 -4.578
H -2.989 3.499 -4.339
H -3.625 2.572 -2.981
H -2.379 1.298 -5.477
H -2.787 0.472 -3.952
H 1.258 0.736 -4.399
H 2.683 1.297 -3.483
H 0.802 3.052 -5.145
H 2.497 2.669 -5.502
H 2.087 3.667 -4.102

---

4.
12
Properties=species:S:1:pos:R:3 method="wB97M-V/def2-TZVPD" total_charge=0 smiles="C#CCCC=O" homo_ev=-9.797 total_energy_ev=-7326.772 molar_mass_g_mol=82.1
C 2.275 -0.507 0.117
C 1.544 0.180 -0.551
C 0.196 0.532 -0.909
C -0.569 0.437 0.434
C -1.567 -0.646 0.450
O -1.938 -1.196 -0.556
H 3.151 -0.854 0.573
H -0.082 -0.238 -1.647
H 0.107 1.513 -1.367
H 0.048 0.293 1.333
H -1.195 1.307 0.644
H -1.970 -0.821 1.479